Computed, not measured: 2 unconnected molecules or ions with the total composition C6H16 in a non-equilibrium geometry, with ωB97M-V/def2-TZVPD.

Properties
2S+1: 2
E_LUMO (spin up / spin down) (eV): -2.771 / -10.186
Charge: +1
HOMO (spin up / spin down) (eV): -15.491 / -15.003
Expectation value of S²: 0.75

Structure (XYZ):
```
22
Properties=species:S:1:pos:R:3:forces:R:3:lowdin_spin:R:1
C 0.68354 0.48453 -0.68765 0.78 0.76 -0.38 0.241
C 1.94699 0.01628 -1.44292 -0.63 1.27 -2.65 0.103
C 1.09095 0.35097 0.80776 -0.07 0.03 1.29 0.154
C 0.21763 1.90872 -1.20112 -3.72 -3.34 -0.08 0.082
H -0.13987 -0.32190 -0.77750 -0.33 1.04 0.53 0.075
H 2.93051 0.20600 -0.93995 -0.79 -0.14 -0.70 0.017
H 1.82729 0.57608 -2.50947 1.04 -1.48 2.44 0.004
H 2.02845 0.94318 0.84138 -0.54 -0.43 0.50 0.010
H 0.27174 0.74075 1.55650 1.15 -0.46 -1.65 0.041
H 1.28257 -0.70008 1.11876 0.05 0.71 -0.15 0.009
H -0.19606 1.83359 -2.21843 1.03 0.07 -0.35 0.014
H -0.81984 2.11665 -0.80098 1.27 0.07 0.72 0.014
H 0.93735 2.65140 -1.07639 1.27 1.10 0.13 0.012
H 1.84713 -1.10121 -1.62258 0.06 0.98 0.45 0.039
C -1.87102 -0.73460 0.71787 -0.26 1.22 1.66 0.088
C -1.85562 -1.91377 1.70030 5.68 1.92 -0.13 0.038
H -1.82413 -1.10132 -0.25105 0.80 -0.61 -2.36 0.012
H -2.81754 -0.20495 0.61777 -0.56 -0.03 0.46 0.018
H -1.23896 0.12108 1.04859 -0.17 -0.79 -0.57 0.014
H -1.34731 -1.48806 2.61566 -1.40 -1.03 -0.39 0.001
H -1.20271 -2.76851 1.36669 -0.72 0.82 0.17 0.005
H -2.81337 -2.17551 1.66550 -3.95 -1.68 1.06 0.010
```
Forces are in eV/Å.

Computed, not measured: 2 unconnected molecules or ions with the total composition C2H9N5 in a non-equilibrium geometry, with ωB97M-V/def2-TZVPD.

Properties
2S+1: 1
E_LUMO (eV): 0.922
HOMO (eV): -8.476
Structure (SMILES): [H]/N=C/N.C=NNN

Structure (XYZ):
```
16
Properties=species:S:1:pos:R:3:forces:R:3:lowdin_charge:R:1
C -1.70506 -1.12439 -0.34782 -0.46 -0.14 -0.32 -0.396
N -0.99145 -1.86395 0.39438 0.22 -0.48 0.37 0.038
N -1.92500 0.17158 -0.03469 -0.09 0.28 0.07 0.089
H 0.78122 -1.07621 0.86038 0.06 0.11 -0.20 0.022
H -0.95801 -2.83866 0.11644 -0.17 0.15 -0.22 0.048
H -1.36435 0.54849 0.71332 0.03 0.11 -0.03 0.083
H -2.20134 0.81681 -0.75216 0.01 0.00 -0.03 0.091
H -2.24326 -1.45330 -1.24750 0.15 -0.03 0.13 0.122
H 0.79408 -0.35447 -1.36822 0.14 0.23 0.45 0.109
C 1.14835 2.18369 0.38362 0.00 -0.01 0.36 -0.101
N 1.29930 0.15996 -0.64789 0.29 -1.17 -0.11 -0.183
N 0.94541 1.44090 -0.62358 -0.24 0.54 -0.41 -0.098
N 1.58820 -0.52622 0.55218 0.21 0.08 -0.04 0.011
H 2.38334 -1.14449 0.40086 -0.21 0.31 -0.01 0.075
H 1.56075 1.83734 1.32300 0.13 -0.15 0.04 0.048
H 0.88780 3.22291 0.27770 -0.09 0.18 -0.06 0.042
```
Forces are in eV/Å.

Computed, not measured: 2 unconnected molecules or ions with the total composition C7H9N3 in a non-equilibrium geometry, with ωB97M-V/def2-TZVPD.

Properties
2S+1: 1
E_LUMO (eV): -1.128
HOMO (eV): -9.499

Structure (XYZ):
```
19
Properties=species:S:1:pos:R:3:forces:R:3:lowdin_charge:R:1
C -2.73023 0.67749 0.09531 4.05 -2.03 1.44 -0.168
C 1.49334 2.22958 -0.63676 -2.60 -2.46 -0.82 -0.122
C 0.55032 1.20372 -0.85585 0.61 1.85 -0.70 -0.045
C 0.93774 1.45120 1.23776 1.07 0.49 3.66 -0.190
C 0.64227 -2.09928 -0.17614 -0.75 -3.06 0.50 -0.081
C -0.72496 -1.44625 -0.24946 0.39 -0.95 -0.52 -0.240
C -0.77465 -0.29561 0.66600 -1.75 2.33 -0.40 -0.043
N -3.75372 0.98182 -0.30446 -1.61 0.60 -0.63 -0.028
N 1.70383 2.33799 0.67438 0.56 -0.07 1.65 0.068
N 0.16852 0.74067 0.41830 -0.84 -1.10 -2.45 -0.072
H 1.92474 2.89573 -1.33742 0.32 0.28 -0.60 0.094
H -0.02652 1.10082 -1.76443 -0.04 -0.60 0.26 0.117
H 1.01278 1.20834 2.31032 -0.33 0.25 -0.65 0.143
H 0.78221 -2.66159 0.76634 0.14 1.15 0.26 0.094
H 1.41636 -1.48997 -0.44739 2.14 1.78 -0.11 0.037
H 0.80624 -3.00103 -0.79542 -0.88 0.58 -0.61 0.093
H -0.98555 -1.05460 -1.19957 0.17 0.08 -1.25 0.095
H -1.38714 -2.28166 -0.08884 -0.96 0.43 0.68 0.122
H -1.05558 -0.49737 1.68733 0.31 0.45 0.30 0.125
```
Forces are in eV/Å.

Computed, not measured: 4 unconnected molecules or ions with the total composition C4H16O4 in a non-equilibrium geometry, with ωB97M-V/def2-TZVPD.

Properties
2S+1: 2
E_LUMO (spin up / spin down) (eV): -3.649 / -9.888
Charge: +1
HOMO (spin up / spin down) (eV): -13.385 / -13.385
Expectation value of S²: 0.75

Structure (XYZ):
```
24
Properties=species:S:1:pos:R:3:forces:R:3:lowdin_spin:R:1
C -1.27673 -0.80913 -0.60698 -0.77 0.31 1.41 0.148
O -2.37093 -0.94170 -1.40758 0.26 -0.08 -0.12 0.500
C -0.15152 -1.63814 -1.31048 1.23 -3.15 -0.13 0.182
C 1.20450 -1.47761 -0.49814 -0.22 1.55 -1.41 0.061
C 2.38435 -1.47974 -1.43315 0.31 -0.05 -1.56 0.028
H -0.93004 0.20387 -0.31430 0.01 0.17 -1.12 0.042
H -1.56602 -1.20532 0.36097 0.24 -0.57 -0.19 -0.001
H -2.25992 -0.56464 -2.30153 0.07 0.30 -0.03 0.003
H -0.13540 -1.66166 -2.40535 0.26 1.10 0.14 -0.002
H -0.34968 -2.70604 -1.12233 -0.88 0.34 -0.09 0.001
H 1.30312 -2.33555 0.15208 -0.37 0.45 0.84 0.004
H 1.11754 -0.45309 -0.12704 0.39 -0.52 1.15 0.000
H 2.48476 -2.38993 -2.00986 -0.10 -0.64 0.17 0.001
H 3.36005 -1.34688 -0.95249 -0.34 0.17 0.28 0.013
H 2.27700 -0.74885 -2.24109 0.11 0.39 0.39 0.001
H -2.58639 -0.04335 1.99401 0.37 0.08 0.37 0.000
H -3.19989 1.01146 1.16514 0.13 0.44 -0.11 0.001
O -2.32431 0.70363 1.43900 -0.85 -0.35 -0.03 0.016
H 3.37957 1.81239 1.46565 0.29 -0.25 0.14 0.000
H 2.56346 1.66937 0.15478 0.38 0.06 0.14 0.000
O 2.73072 2.24168 0.91206 -0.75 0.14 -0.31 0.000
H -1.08026 2.18792 2.03674 0.54 0.09 0.10 0.000
H 0.45947 2.28170 1.75525 -0.20 0.24 0.23 0.000
O -0.26274 2.64612 2.29217 -0.10 -0.25 -0.27 0.000
```
Forces are in eV/Å.

Computed, not measured: 2 unconnected molecules or ions with the total composition C9H14N2 in a non-equilibrium geometry, with ωB97M-V/def2-TZVPD.

Properties
2S+1: 1
E_LUMO (eV): 0.855
HOMO (eV): -8.287
Structure (SMILES): C=CC1CC1.Nn1cccc1

Structure (XYZ):
```
25
Properties=species:S:1:pos:R:3:forces:R:3:lowdin_charge:R:1
C -3.15595 1.27870 2.74543 2.82 -2.94 -2.26 -0.082
C -2.06506 0.39285 2.98168 0.15 -0.36 -0.27 -0.102
C -3.32235 1.30667 1.36857 -1.55 1.65 0.90 -0.113
C -1.63639 -0.04090 1.75883 1.99 0.41 -1.98 -0.120
C 1.73275 -1.41124 -0.00858 -0.17 -1.16 -0.25 -0.154
C 2.88017 -1.89084 -0.95508 -0.87 -0.29 -0.56 -0.122
C 2.46689 -0.39532 -0.87674 1.76 -2.01 3.30 -0.343
C 2.42498 1.12577 -2.81276 -1.39 -1.29 1.38 0.020
C 1.83610 0.21131 -1.99704 -0.20 2.54 -1.64 -0.186
N -2.37326 0.57240 0.78042 0.05 -0.92 0.47 -0.197
N -2.10812 0.35369 -0.60646 -0.29 2.10 1.02 0.124
H -3.49696 1.70583 3.58084 -2.40 2.09 2.26 0.048
H -1.62281 0.04057 3.90897 -0.21 0.45 -0.09 0.095
H -4.11855 1.84735 0.88352 0.21 -0.09 -0.56 0.110
H -0.66292 -0.30997 1.31030 -0.48 -0.74 1.12 0.109
H 0.71486 -1.80978 -0.37499 1.67 0.86 0.65 0.110
H 1.82413 -1.35950 1.11259 0.04 -0.13 -1.42 0.101
H 3.92573 -2.16701 -0.76980 -0.57 0.34 0.88 0.086
H 2.55020 -2.56839 -1.80013 -0.03 1.36 0.84 0.108
H 3.22938 0.10136 -0.15702 -1.24 -0.17 -1.89 0.170
H 3.35063 1.61712 -2.54415 0.24 -0.33 -0.38 0.056
H -2.97139 0.57469 -1.05908 -0.51 0.32 -0.56 0.080
H 1.84763 1.41606 -3.66622 0.04 0.62 -0.33 0.037
H 0.75162 0.01748 -2.08007 0.70 -0.33 -0.56 0.105
H -2.00130 -0.60892 -0.72305 0.24 -1.98 -0.06 0.058
```
Forces are in eV/Å.

Computed, not measured: a gas-phase ion, C7H9N4 (charge +1) in a non-equilibrium geometry, with ωB97M-V/def2-TZVPD.

Properties
2S+1: 1
E_LUMO (spin up / spin down) (eV): -4.767 / -6.173
Charge: +1
HOMO (spin up / spin down) (eV): -13.636 / -13.235

Structure (XYZ):
```
20
Properties=species:S:1:pos:R:3:forces:R:3:lowdin_charge:R:1
C 2.98380 -2.22776 -1.86804 -1.97 1.61 0.99 -0.179
C 0.71595 -1.99660 -0.75721 2.07 1.90 -0.27 -0.003
C 2.06461 -0.04524 -1.48703 -0.71 2.08 -0.19 0.276
C 1.97100 -1.30126 -1.36618 0.02 -2.97 0.25 -0.254
C -0.27104 1.06998 1.77524 -1.10 1.44 0.81 0.045
C -1.40325 0.04743 1.63923 2.74 0.20 1.57 -0.001
C -1.77557 1.74085 -0.20730 -0.10 1.90 2.15 0.040
N 3.62022 -3.07846 -2.25815 1.36 -1.42 -0.68 0.204
N -0.20076 -1.26442 -0.32342 -1.40 0.83 1.51 0.030
N -0.29763 0.01277 -0.51461 1.25 -0.53 -2.03 0.078
N -0.98187 0.75699 0.47697 1.48 -0.70 -0.08 -0.287
H 0.76903 -3.01575 -0.51658 -0.29 -1.45 -0.43 0.124
H 1.70519 0.95630 -1.40926 0.37 0.28 0.02 0.067
H -0.54083 2.04108 2.31926 0.18 -1.31 -1.41 0.155
H 0.81342 0.92377 1.79438 -0.59 -0.80 -0.15 0.130
H -1.01252 -0.95777 1.72564 -0.92 -0.19 -0.27 0.125
H -2.31088 0.40054 2.01497 -1.38 -0.12 0.64 0.123
H -2.28168 2.36259 0.56039 0.26 -0.28 -0.61 0.134
H -1.11357 2.32781 -0.79850 0.41 0.55 -0.43 0.106
H -2.45362 1.24713 -0.79981 -1.68 -1.06 -1.40 0.087
```
Forces are in eV/Å.

Computed ΔE to the lowest compared entry with this formula, charge and spin, in the same sequence as the records: 1.928 2.571 4.057 1.868 4.830 9.010 eV.